(1)
143
Properties=species:S:1:pos:R:3 method="wB97M-V/def2-TZVPD" homo_ev=-10.30 total_charge=0 smiles="C[C@H]1COC(=O)O1.C[C@H]1COC(=O)O1.C[C@H]1COC(=O)O1.C[C@H]1COC(=O)O1.C[C@H]1COC(=O)O1.C[C@H]1COC(=O)O1.C[C@H]1COC(=O)O1.C[C@H]1COC(=O)O1.C[C@H]1COC(=O)O1.C[C@H]1COC(=O)O1.C[C@H]1COC(=O)O1"
O 1.59 0.18 9.54
O -1.07 -0.68 -0.53
H -4.17 -9.03 -2.86
H -5.32 -7.80 -3.47
C -0.16 0.26 -0.04
O -2.73 7.88 -1.45
C -4.45 -5.64 2.92
C 1.01 1.99 7.99
H 0.58 9.30 5.01
C -0.50 -0.09 8.43
C 3.34 3.81 -6.55
C -3.79 6.38 -2.87
O -0.04 -1.23 9.04
C 3.05 -7.02 5.17
H 0.26 2.61 1.65
O -9.44 -4.16 -6.80
H 5.66 7.96 -0.76
C -4.40 -8.34 -3.67
H 7.40 8.35 1.07
O 1.79 -5.91 3.52
C -0.84 1.59 -0.03
C 1.12 -1.13 9.69
O 1.74 -2.03 10.27
H 1.42 1.57 7.07
H 6.44 -3.49 -2.00
H 1.62 2.62 -6.02
H 0.25 7.66 4.46
H 3.36 -7.74 2.34
H 8.28 6.92 0.63
O 1.90 -3.82 4.49
C -2.24 -0.13 -0.63
C -1.01 -8.33 -3.54
C -3.97 7.39 -1.70
H -7.82 -6.57 3.59
O 6.10 5.20 -1.58
H 0.71 0.27 -0.69
O 3.49 2.14 -5.11
H -2.43 -5.65 -3.37
O 4.37 2.90 -6.85
C 5.95 -2.15 -0.36
C 4.51 2.06 -5.88
H 1.82 2.58 8.41
C -1.79 7.20 -2.15
H -4.97 8.86 -2.96
C 5.73 -3.40 -1.18
H -8.68 -2.66 -7.96
H -8.92 -2.32 -6.19
H -1.47 2.97 1.51
C 4.34 -3.86 -1.56
H -6.01 8.16 -1.84
O 3.69 10.00 4.76
C -6.97 -5.91 3.73
O 2.76 8.11 5.00
H -6.26 -5.63 1.73
H 0.30 2.77 7.70
C 7.66 7.72 0.23
C -7.29 -3.56 -6.44
H -6.27 -2.85 -8.13
H -0.42 2.29 -0.76
O -2.16 1.22 -0.39
C -8.65 -5.30 -6.82
C -4.49 -7.84 2.35
H -5.25 -3.73 -7.02
C 2.12 8.57 3.82
C 2.55 -8.18 2.92
O -1.19 -7.24 -2.78
O -9.08 -6.47 -6.93
H 0.04 9.09 3.36
O -3.77 -6.74 2.33
C 2.82 9.93 3.65
H 2.23 3.26 -8.29
O 2.89 -5.63 5.42
C 2.54 4.18 -7.80
H -4.07 -5.51 3.93
C 2.04 -7.21 4.01
H 3.72 -3.85 -0.67
H 1.17 -7.67 4.49
O -3.27 -0.74 -0.97
H -0.04 1.47 9.72
H -4.28 6.72 -3.78
H -4.72 -9.00 -4.48
H -0.56 -0.19 7.35
O 5.18 4.06 0.07
C 0.54 0.96 8.96
C 2.19 -5.02 4.45
H 2.42 7.91 3.01
C 2.53 3.02 -5.57
C -3.11 -7.62 -3.99
H 5.03 -1.74 0.04
H -6.49 -6.26 4.65
O 6.80 -2.54 0.69
H 2.86 -9.16 3.27
C 0.63 8.63 4.15
O -5.76 -7.52 2.49
O 6.21 -4.36 -0.29
C 6.53 6.51 -1.81
C -5.91 -6.09 2.66
H -4.29 -4.66 2.46
H -7.34 -4.90 3.85
H 4.08 -7.32 4.99
C -0.72 2.20 1.40
H 3.45 9.92 2.76
C -6.06 -2.99 -7.07
O -4.03 -8.98 2.23
H 6.53 -1.43 -0.95
C -8.63 -3.05 -6.94
H 8.30 8.31 -0.43
O 0.03 -8.95 -3.68
H 3.83 -3.40 -2.41
H -3.03 -6.52 -2.08
H -7.32 -3.49 -5.35
H -3.23 -7.15 -4.96
C 5.61 5.11 -0.36
O 5.45 1.30 -5.82
O -2.12 -8.63 -4.08
H 1.63 4.66 -7.43
C 3.60 8.92 5.53
H 3.13 4.84 -8.44
O -2.40 6.31 -3.04
H 2.14 10.78 3.63
O -7.36 -4.97 -6.72
H 2.27 3.67 -4.73
O 7.71 -4.44 1.31
H -4.18 5.45 -2.46
H -4.83 9.41 -1.27
H 4.30 -4.91 -1.83
H -1.55 0.16 8.60
C -2.44 -6.67 -2.98
H -5.89 -1.97 -6.71
H 5.90 7.00 -2.55
C 6.98 -3.84 0.57
H 2.71 -7.47 6.10
H 3.84 4.65 -6.06
O 5.74 6.28 0.33
H -4.38 6.79 -0.88
H 0.24 -0.04 0.93
C -4.99 8.54 -1.92
O 4.15 8.84 6.63
H 1.71 -8.42 2.26
O -0.60 7.45 -2.16
H -0.92 1.41 2.12
H 7.56 6.49 -2.17
C 6.40 7.21 -0.49

=====

(2)
125
Properties=species:S:1:pos:R:3 method="wB97M-V/def2-TZVPD" spin_multiplicity=3 homo_ev="-12.13 / -12.15" total_charge=+2 s_squared=2.0359
C -4.00 -3.07 1.22
C 3.85 -2.87 -0.72
C -2.70 2.71 0.80
H 0.71 -1.53 -3.43
H -0.74 -2.47 1.91
H 3.38 1.86 -5.99
H -2.32 1.10 -4.36
C -4.39 3.88 2.68
N -1.17 -1.54 -0.41
H -4.45 0.86 0.57
H 1.81 3.14 4.12
H 1.29 3.06 -5.34
C 1.70 -3.96 -0.66
O -1.15 1.00 0.12
H 0.17 0.79 6.03
C 1.23 0.86 5.79
H 3.24 -2.22 2.10
H 3.59 -4.98 -0.88
H 1.80 3.91 0.86
H 3.77 2.93 -0.16
H -1.63 4.05 -3.21
C 0.99 -5.17 -0.83
H 1.57 -1.72 2.33
H -2.24 1.29 2.33
N 1.38 1.12 4.33
H 4.63 -0.03 2.99
C 3.23 0.47 -4.35
C -1.05 -3.94 -0.74
H 0.14 -2.81 -5.89
C 1.66 2.21 -4.76
C -0.22 2.47 -3.14
H -3.36 4.25 -0.54
H 4.32 1.40 1.99
H -1.27 0.47 4.64
C -3.65 2.76 3.02
N 0.66 0.66 2.15
H 4.25 3.02 4.32
H -2.03 -2.81 3.09
H -0.37 -1.04 4.54
H 0.76 2.99 -0.22
H -0.70 -2.27 -2.75
H 2.78 -1.37 3.58
H 1.60 1.74 6.30
H 1.62 -1.28 5.76
H -2.73 -3.02 -5.43
C 1.85 -1.53 -0.30
C 1.85 0.55 1.19
C 2.47 0.10 -3.26
C -4.38 -0.22 0.65
H -1.28 -0.47 3.14
H 1.54 -6.09 -0.97
C 1.97 -0.38 6.26
Si -1.27 -1.14 -4.74
H -1.57 -4.03 1.89
C -2.81 2.17 2.08
C -0.73 3.73 -3.73
H -2.61 0.48 -5.98
H 4.93 -2.90 -0.84
H -4.14 -0.48 1.68
H 4.92 -0.10 1.26
N 1.30 -0.25 0.03
C -2.39 -1.57 0.13
C -4.29 4.41 1.40
H 2.51 2.12 2.88
C 2.61 -1.43 2.50
N 1.35 0.74 -2.90
H -0.65 -1.74 -7.05
H -2.62 -0.55 -2.21
N 2.26 1.89 0.83
H -3.71 -1.69 -4.80
H -0.93 -6.07 -1.08
H -0.19 0.47 1.64
H -2.86 -2.78 -3.69
C 3.64 2.19 4.70
C 0.55 0.57 3.47
H 3.04 -0.29 6.09
C -1.70 -2.96 2.06
H -3.84 -4.15 1.25
C 2.81 1.55 -5.12
C 2.33 2.20 3.94
H -0.95 3.58 -4.79
H -4.59 -2.84 0.33
N -0.71 1.91 -2.06
N -1.64 2.65 -1.35
H -3.53 0.87 -1.64
H 3.53 2.36 5.77
C 3.11 -4.01 -0.75
H -4.37 -0.63 -2.08
H 2.76 -0.75 -2.65
H -3.73 2.34 4.01
C 1.02 -2.72 -0.44
C 3.20 -1.64 -0.52
H 1.82 -0.51 7.34
C -1.85 0.57 -5.20
C 3.20 2.00 -0.28
H -5.36 -0.64 0.40
H 4.13 -0.08 -4.59
H 0.53 2.90 1.54
H -5.05 4.33 3.40
H 3.91 1.18 -0.29
C -3.47 -0.22 -1.62
N -2.70 -2.41 1.15
C -0.41 -2.76 -0.47
C -3.45 3.84 0.46
N 2.89 -0.14 1.88
N -3.34 -0.69 -0.25
H -4.56 -2.78 2.11
C -0.67 -0.15 3.98
H 0.77 -1.17 -6.16
H -2.13 -3.93 -0.88
H -1.04 1.19 -5.61
C 4.25 0.32 2.03
Mo -0.07 0.07 -1.44
C -0.37 -5.16 -0.89
C -2.78 -2.25 -4.65
C 0.95 1.79 -3.65
C -0.32 -1.32 -3.11
H 2.69 2.04 -1.24
C -1.79 2.09 -0.18
H 3.80 -0.74 -0.48
H 4.20 1.27 4.55
C 1.27 2.97 0.75
H 0.03 4.51 -3.65
H -4.88 5.29 1.13
C -0.14 -1.77 -6.08

=====

(3)
146
Properties=species:S:1:pos:R:3 method="wB97M-V/def2-TZVPD" homo_ev=-3.89 total_charge=-2
O 6.44 1.10 -6.22
C -2.85 3.09 4.56
H 0.59 -2.08 7.35
H -5.19 2.22 -3.66
H -4.61 0.27 4.60
O 1.76 -6.64 -2.88
C 3.69 2.98 -5.48
C -3.92 -0.89 2.90
O 0.82 4.63 -2.86
C -0.92 0.88 -4.66
C 1.67 2.48 1.65
H -3.28 3.91 2.19
H 3.60 -5.49 -1.26
C -0.98 0.22 1.11
C -4.88 0.08 3.56
H -2.16 5.10 -2.77
O 1.30 0.60 7.28
H 5.81 -4.71 2.13
H -0.89 -1.31 -4.36
H 2.04 1.63 2.21
C -3.20 -1.86 3.88
H -0.10 3.47 -1.37
H -2.11 -1.81 3.87
H 0.69 -0.16 -6.67
H -3.54 -1.72 4.91
O 3.17 5.54 2.01
C -1.49 4.25 -2.88
H 0.56 5.59 -0.39
H -0.56 6.45 -1.42
C 2.78 4.48 1.63
O -1.71 2.00 -0.38
H -0.39 1.73 5.10
C -0.33 -1.03 1.13
H 3.61 2.07 -2.81
H -0.09 1.04 -2.19
C -0.99 0.98 -0.24
C -4.25 -3.05 2.24
H -1.65 3.58 1.47
C 0.58 -4.02 3.20
H 0.64 -5.55 1.18
H -5.91 -0.25 3.51
H 2.70 -1.38 2.47
O -6.71 0.71 -1.59
O -0.85 -6.87 1.66
H 2.04 2.34 -3.38
H 0.79 -4.03 -3.47
C 2.56 -5.46 -0.94
O -3.41 0.77 -6.99
C -0.27 4.37 -1.97
O 3.16 3.87 0.50
H 0.46 -1.93 -6.22
C -0.27 0.65 5.10
H 2.47 0.71 -3.07
O -1.94 -0.67 -6.07
O 5.01 2.80 -6.01
H -1.39 0.94 -3.69
O -1.86 5.48 2.25
C -1.01 -7.07 2.99
O -0.77 -5.94 3.68
C -0.42 -5.52 1.44
O 1.87 3.73 2.30
S 0.00 0.10 6.77
H 1.24 -0.81 -5.14
H -3.81 3.62 4.46
H -5.47 1.69 0.85
C 2.87 1.64 -3.49
C 2.32 -6.27 -4.04
O 0.93 -1.24 -2.31
H 1.50 -4.59 3.07
O 2.58 -7.02 -4.93
C -0.83 -0.56 -5.15
H 4.42 -4.51 1.09
C 0.34 -0.83 -1.29
H 5.72 -3.29 1.08
H -0.90 -5.04 0.59
C 2.49 2.59 0.35
C 5.13 -3.96 1.72
C -4.71 2.08 -2.70
H 4.12 1.64 -0.71
H 0.47 -3.67 4.22
C 0.29 -1.64 6.39
H 1.08 -1.72 5.65
O -3.61 -3.16 3.43
C -1.35 5.89 3.43
H -4.32 0.83 -0.08
O 1.10 4.55 -5.10
H 0.05 1.38 -4.65
O -1.29 4.87 4.31
C -4.86 1.78 -0.05
C 1.53 -5.47 -2.05
O -4.50 -3.97 1.53
H 0.55 -5.51 -1.59
C 1.75 -4.32 -3.04
H -4.17 2.61 0.08
O -4.65 -1.78 2.05
H -1.97 3.29 -2.70
C -2.21 4.08 2.26
C 0.41 4.47 -4.13
H 3.95 -1.48 1.22
H -0.64 -2.13 6.09
S 4.31 -3.04 3.01
O -1.34 0.77 2.18
C 3.31 -2.06 1.88
O -1.79 1.50 -5.61
H -0.28 -1.51 2.09
O 2.55 -4.94 -4.06
H 3.03 3.29 -6.28
O -0.91 4.23 -4.19
C 0.28 -1.64 0.00
C -0.22 0.47 -1.29
H -3.14 -0.34 2.36
H 2.70 -2.75 1.29
H -3.16 2.11 4.19
H -4.88 1.06 3.07
H 0.34 0.26 4.29
H 0.62 2.40 1.35
O 0.68 -2.83 0.03
C 3.48 1.49 0.16
C 5.41 1.52 -5.81
S -5.97 1.99 -1.43
O -1.33 -8.11 3.47
C -0.61 -4.83 2.77
H 3.05 0.49 0.13
H 0.68 -3.15 2.54
H -2.51 3.09 5.59
H 1.88 2.72 -0.54
H -1.54 -4.25 2.82
H 2.31 -4.60 -0.31
H 2.31 -3.48 -2.65
H 2.41 -6.36 -0.33
H -4.09 1.18 -2.72
H -1.17 5.25 -0.24
C 0.45 -0.89 -5.90
O 5.35 -2.15 3.59
H 3.65 3.69 -4.65
C -2.48 0.55 -6.28
O -1.03 7.01 3.65
C -0.38 5.49 -0.94
C 3.32 1.59 -4.91
C -1.78 3.69 3.68
O 4.53 0.84 -5.05
H 2.50 1.20 -5.51
H -4.09 2.94 -2.45
H -0.94 2.99 3.59
H -1.25 0.24 4.84
H 4.19 1.49 1.01

=====

In eV, the ΔE to the lowest compared entry with this formula, charge and spin values for the records above are, in order, 7.012 0.000 0.000.